The following is a DFT calculation (wB97M-V/def2-TZVPD) of a molecular structure, C22H30ClIrN2Sb2.

```
! wB97M-V def2-TZVPD RIJCOSX def2/J DEFGRID3
* xyz 2 1
Ir 0.172 -1.124 -1.000
N 1.903 -1.329 0.176
C 3.059 -0.700 -0.461
C 4.243 -0.518 0.194
C 5.340 0.052 -0.485
C 5.225 0.413 -1.796
C 4.000 0.244 -2.481
C 3.799 0.632 -3.826
C 2.569 0.476 -4.392
C 1.522 -0.060 -3.622
N 1.675 -0.447 -2.372
C 2.905 -0.311 -1.793
H 1.842 -1.001 1.136
H 2.064 -2.334 0.224
H 4.350 -0.822 1.229
H 6.273 0.189 0.042
H 6.067 0.840 -2.325
H 4.623 1.054 -4.388
H 2.374 0.763 -5.415
H 0.533 -0.168 -4.048
C -3.539 -1.427 0.303
Sb -1.550 -1.882 0.847
C -1.653 -3.954 1.269
C -1.270 -0.881 2.730
C -2.221 0.265 2.835
C -3.478 0.033 3.383
C -4.433 1.035 3.443
C -4.131 2.292 2.950
C -2.871 2.539 2.426
C -1.902 1.541 2.361
C -0.535 1.896 1.833
Sb -0.184 1.411 -0.228
C 1.482 2.670 -0.627
C -1.808 2.419 -1.142
H -4.226 -1.845 1.034
H -3.737 -1.855 -0.678
H -3.669 -0.346 0.270
H -2.359 -4.123 2.079
H -0.679 -4.355 1.542
H -2.010 -4.460 0.373
H -0.227 -0.578 2.814
H -1.470 -1.637 3.488
H -3.709 -0.950 3.780
H -5.402 0.838 3.881
H -4.863 3.086 2.996
H -2.622 3.537 2.086
H 0.271 1.455 2.421
H -0.388 2.976 1.867
H 1.152 3.701 -0.736
H 1.977 2.352 -1.544
H 2.189 2.606 0.200
H -1.481 3.410 -1.450
H -2.613 2.510 -0.414
H -2.167 1.867 -2.007
Cl -1.199 -2.021 -2.757
C 0.137 -2.956 -1.978
H 0.915 -3.158 -2.708
H -0.268 -3.862 -1.542
*
```

Values from the calculation:
HOMO energy (Eh): -0.506
Frontier orbital gap (Eh): 0.278
E_tot (eV): -54704.2849
Relative energy (zero: lowest compared OMol25 entry of this formula, charge and spin) (eV): 0.000

---

The following is a DFT calculation (wB97M-V/def2-TZVPD) of 4 unconnected molecules or ions with the total composition C22H30F6O9S3 in a non-equilibrium geometry.

```
! wB97M-V def2-TZVPD RIJCOSX def2/J DEFGRID3
* xyz 0 1
O -1.093 0.476 1.897
C -1.106 1.690 1.307
C -2.474 2.238 0.535
C -2.523 3.545 -0.232
C -3.882 4.130 -0.968
C -5.165 4.316 0.048
O -5.571 3.092 0.756
C -4.994 5.516 1.154
F -4.643 5.026 2.530
F -4.033 6.579 0.777
F -6.333 6.167 1.286
C -1.097 4.408 -0.313
O -1.054 5.481 -1.108
C 0.232 3.975 0.604
C 1.516 5.030 0.653
F 2.298 5.049 -0.610
F 2.359 4.650 1.844
F 0.916 6.380 0.971
C 0.226 2.690 1.379
H -3.447 1.551 0.605
H -3.637 5.223 -1.380
H -4.187 3.509 -1.939
H -6.088 4.622 -0.643
H -6.486 3.166 1.158
H 1.131 2.343 2.074
C -3.577 -2.529 -2.169
C -2.949 -2.976 -0.850
C -2.449 -1.723 -0.132
S -3.493 -0.382 -0.681
O -2.686 0.550 -1.440
O -4.342 0.041 0.415
C -4.467 -1.345 -1.822
H -4.146 -3.335 -2.642
H -2.790 -2.216 -2.866
H -3.708 -3.475 -0.235
H -2.136 -3.690 -1.010
H -2.527 -1.823 0.953
H -1.418 -1.487 -0.411
H -4.733 -0.739 -2.690
H -5.370 -1.671 -1.298
C 2.118 -4.025 2.269
C 2.772 -4.917 1.216
C 1.720 -5.215 0.149
S 0.596 -3.826 0.154
O -0.702 -4.285 0.601
O 0.772 -3.067 -1.068
C 1.376 -2.947 1.494
H 2.856 -3.593 2.952
H 1.410 -4.614 2.865
H 3.618 -4.385 0.762
H 3.163 -5.841 1.654
H 2.169 -5.316 -0.842
H 1.148 -6.115 0.392
H 0.622 -2.430 2.090
H 2.073 -2.224 1.059
C 6.634 -0.068 -1.164
C 5.168 0.222 -1.483
C 4.385 -1.070 -1.256
S 5.284 -1.988 -0.014
O 5.798 -3.199 -0.618
O 4.520 -1.999 1.217
C 6.627 -0.828 0.154
H 7.224 0.851 -1.095
H 7.068 -0.691 -1.955
H 4.795 1.002 -0.809
H 5.041 0.586 -2.508
H 3.373 -0.870 -0.897
H 4.345 -1.679 -2.164
H 7.559 -1.361 0.348
H 6.391 -0.163 0.991
*
```

Values from the calculation:
HOMO energy (Eh): -0.350
Frontier orbital gap (Eh): 0.278
E_tot (eV): -90528.3171
Structure (SMILES): O=C1C=C(C[C@@H](O)C(F)(F)F)C(=O)C(C(F)(F)F)=C1.O=S1(=O)CCCC1.O=S1(=O)CCCC1.O=S1(=O)CCCC1

---

The following is a DFT calculation (wB97M-V/def2-TZVPD) of a molecular structure, C22H30FNO6PRuS2.

```
! wB97M-V def2-TZVPD RIJCOSX def2/J DEFGRID3
* xyz 0 6
Ru -1.576 -0.021 0.150
C -5.467 3.155 1.694
C -4.941 1.948 0.952
O -3.640 1.557 1.452
P -3.445 0.526 2.671
S -1.433 0.266 2.567
S -4.595 -1.021 2.594
O -3.774 1.379 3.983
C -3.011 2.555 4.338
C -3.650 3.157 5.565
H -6.437 3.437 1.274
H -4.786 4.003 1.594
H -5.608 2.931 2.754
H -4.773 2.178 -0.097
H -5.621 1.103 1.018
H -3.025 3.250 3.499
H -1.978 2.271 4.524
H -4.650 3.532 5.345
H -3.039 3.986 5.932
H -3.728 2.407 6.354
C 4.716 1.557 -4.128
C 5.005 1.169 -2.684
C 6.182 0.221 -2.522
C 5.878 -1.137 -3.141
C 4.577 -1.686 -2.609
C 4.325 -3.038 -2.599
C 3.125 -3.526 -2.090
F 2.925 -4.857 -2.104
C 2.171 -2.707 -1.576
C 2.404 -1.326 -1.568
C 1.388 -0.435 -1.004
O 0.359 -0.955 -0.506
C 1.671 0.951 -1.033
C 2.863 1.367 -1.549
N 3.802 0.562 -2.065
C 3.595 -0.816 -2.089
C 0.750 2.028 -0.522
O 1.225 3.128 -0.289
O -0.497 1.700 -0.430
H 5.597 2.024 -4.576
H 3.889 2.268 -4.174
H 4.440 0.685 -4.728
H 5.206 2.071 -2.112
H 6.394 0.097 -1.457
H 7.061 0.672 -2.983
H 6.683 -1.840 -2.928
H 5.826 -1.050 -4.229
H 5.064 -3.736 -2.980
H 1.243 -3.092 -1.174
H 3.083 2.428 -1.538
C -3.116 0.024 -1.381
H -4.112 0.113 -0.955
H -2.996 -0.923 -1.905
H -2.858 0.876 -2.008
C -0.774 -3.088 2.082
C -1.872 -3.167 1.070
C -2.929 -4.208 1.248
O -1.952 -2.380 0.142
H -0.235 -4.041 2.086
H -1.211 -2.952 3.076
H -0.092 -2.274 1.861
H -2.562 -5.073 1.800
H -3.339 -4.501 0.284
H -3.728 -3.733 1.827
*
```

Values from the calculation:
HOMO energy (spin up / spin down) (Eh): -0.272 / -0.299
Frontier orbital gap (spin up / spin down) (Eh): 0.261 / 0.270
E_tot (eV): -73336.5605
Relative energy (zero: lowest compared OMol25 entry of this formula, charge and spin) (eV): 0.000

---

The following is a DFT calculation (wB97M-V/def2-TZVPD) of a molecular structure, C22H30GaN8PSe.

```
! wB97M-V def2-TZVPD RIJCOSX def2/J DEFGRID3
* xyz 2 1
Ga -0.324 0.259 0.186
N -3.115 3.199 -3.294
N -2.488 2.116 -2.742
N -2.379 0.978 -3.396
C -1.662 0.260 -2.546
N -1.364 0.968 -1.450
N -1.915 2.173 -1.594
H -3.747 2.885 -4.019
H -3.517 3.780 -2.572
H -1.364 -0.762 -2.717
C 1.812 -6.948 1.299
C 1.152 -5.620 1.042
C 0.873 -5.194 -0.249
C 0.216 -3.995 -0.505
C -0.038 -3.599 -1.937
C -0.165 -3.210 0.588
Se -1.408 -1.780 0.244
C 0.158 -3.573 1.900
C -0.143 -2.727 3.109
C 0.812 -4.783 2.097
H 2.053 -7.461 0.370
H 1.153 -7.593 1.882
H 2.731 -6.823 1.872
H 1.167 -5.816 -1.086
H 0.474 -4.282 -2.611
H 0.328 -2.589 -2.137
H -1.102 -3.621 -2.182
H -0.176 -1.667 2.860
H 0.629 -2.869 3.863
H -1.100 -3.000 3.561
H 1.065 -5.080 3.109
C 3.017 0.374 -0.701
P 1.663 1.467 -0.227
C 2.265 2.397 1.191
C 1.378 2.600 -1.582
C 1.259 2.095 -2.880
C 0.988 2.952 -3.932
C 0.824 4.314 -3.694
C 0.945 4.820 -2.408
C 1.221 3.966 -1.349
H 3.895 0.985 -0.912
H 2.763 -0.206 -1.587
H 3.238 -0.315 0.115
H 3.109 3.004 0.861
H 2.607 1.693 1.950
H 1.498 3.035 1.625
H 1.385 1.037 -3.079
H 0.916 2.564 -4.940
H 0.615 4.982 -4.519
H 0.835 5.881 -2.229
H 1.331 4.377 -0.353
N -2.879 1.179 4.740
C -2.340 1.715 3.634
C -1.775 0.903 2.622
N -1.247 1.460 1.543
C -1.264 2.803 1.408
C -1.833 3.565 2.407
N -2.357 3.041 3.508
H -2.869 0.192 4.920
H -3.275 1.795 5.431
H -1.784 -0.178 2.675
H -0.872 3.236 0.501
H -1.870 4.644 2.315
*
```

Values from the calculation:
HOMO energy (Eh): -0.493
Frontier orbital gap (Eh): 0.270
E_tot (eV): -162219.7263
Relative energy (zero: lowest compared OMol25 entry of this formula, charge and spin) (eV): 0.437